[1]
{"formula": "C4H13NOS", "method": "wB97M-V/def2-TZVPD", "multiplicity": 1, "total_energy_ev": -18731.283, "homo_lumo_gap_ev": 9.71, "lumo_ev": 0.67, "smiles": "CNCCCS.O", "relative_energy_kcal_mol": 16.8, "homo_ev": -9.0, "fmax_ha_per_bohr": 0.0179, "symbols": ["C", "C", "S", "C", "N", "C", "H", "H", "H", "H", "H", "H", "H", "H", "H", "H", "H", "H", "H", "O"], "xyz": [[-0.84396, -1.13132, 0.89144], [-0.64631, -2.32937, -0.03888], [-2.03065, -2.55777, -1.22533], [-0.86972, 0.19636, 0.15816], [0.45915, 0.75822, 0.01357], [0.57115, 1.71469, -1.08422], [-1.71257, -1.23520, 1.53528], [0.03428, -1.08955, 1.54103], [-0.58971, -3.25341, 0.50790], [0.24444, -2.16936, -0.64181], [-1.33958, -2.42175, -2.36032], [-1.41025, 0.16243, -0.79321], [-1.45099, 0.87579, 0.77206], [1.19109, 0.06032, -0.05069], [0.63373, 1.23192, -2.07365], [1.46272, 2.32262, -0.97743], [-0.34995, 2.29214, -1.11546], [2.99558, 2.26988, 1.71570], [1.58492, 1.89216, 1.27580], [2.06662, 2.41120, 1.95008]], "lowdin_charge": [-0.260, -0.537, 0.690, -0.275, -0.157, -0.118, 0.108, 0.113, 0.051, 0.066, -0.158, 0.091, 0.116, 0.109, 0.080, 0.071, 0.084, 0.030, -0.018, -0.086]}

***

[2]
{"formula": "C4H13NOS", "method": "wB97M-V/def2-TZVPD", "multiplicity": 1, "total_energy_ev": -18731.110, "homo_lumo_gap_ev": 8.69, "lumo_ev": 0.58, "smiles": "CN[C@H](C)CS.O", "relative_energy_kcal_mol": 20.8, "homo_ev": -8.1, "fmax_ha_per_bohr": 0.0278, "symbols": ["C", "N", "C", "C", "S", "C", "H", "H", "H", "H", "H", "H", "H", "H", "H", "H", "H", "H", "H", "O"], "xyz": [[2.05922, -0.41026, -1.89864], [0.94534, 0.15635, -1.15489], [0.64878, -0.38390, 0.17942], [-0.53066, 0.37292, 0.72441], [-0.68226, 0.21163, 2.52675], [0.41042, -1.89358, 0.16416], [2.82698, 0.34357, -2.10543], [2.48234, -1.26052, -1.36671], [1.73848, -0.79948, -2.88295], [0.21635, 0.56079, -1.70786], [1.49016, -0.06883, 0.78879], [-0.26428, 1.42202, 0.61296], [-1.44647, 0.23502, 0.16131], [-1.02284, -1.08485, 2.55789], [1.36062, -2.41601, 0.19354], [-0.11077, -2.23971, 1.04506], [-0.17217, -2.19922, -0.69755], [-1.59445, 2.53070, -2.66367], [-1.98281, 1.07065, -3.06153], [-1.85809, 1.67566, -2.31628]], "lowdin_charge": [-0.126, -0.106, -0.491, -0.551, 0.722, -0.066, 0.067, 0.067, 0.076, 0.068, 0.124, 0.069, 0.077, -0.161, 0.068, 0.042, 0.086, 0.041, 0.047, -0.053]}

***

[3]
{"formula": "C4H13NOS", "method": "wB97M-V/def2-TZVPD", "multiplicity": 1, "total_energy_ev": -18731.063, "homo_lumo_gap_ev": 9.48, "lumo_ev": 0.49, "smiles": "CN[C@@H](C)CS.O", "relative_energy_kcal_mol": 21.9, "homo_ev": -9.0, "fmax_ha_per_bohr": 0.0390, "symbols": ["C", "N", "C", "C", "S", "C", "H", "H", "H", "H", "H", "H", "H", "H", "H", "H", "H", "H", "H", "O"], "xyz": [[-1.74102, -1.15048, -0.05239], [-0.51088, -1.11377, 0.72690], [0.71728, -0.97188, -0.05907], [2.00099, -1.21182, 0.76329], [3.46493, -1.21316, -0.24860], [0.88929, 0.33385, -0.80718], [-1.94909, -0.15481, -0.48397], [-2.52680, -1.48346, 0.63605], [-1.74363, -1.87476, -0.86885], [-0.53141, -0.33256, 1.37668], [0.64067, -1.75297, -0.82433], [1.93682, -2.22780, 1.16848], [1.94765, -0.44418, 1.54480], [4.29758, -1.85343, 0.57921], [1.73695, 0.36546, -1.49844], [0.97795, 1.21324, -0.16628], [0.06217, 0.50084, -1.52211], [-2.93227, 5.16745, -0.00822], [-3.16018, 3.68744, 0.01638], [-3.57698, 4.51680, -0.27236]], "lowdin_charge": [-0.132, -0.099, -0.513, -0.556, 0.724, -0.110, 0.071, 0.078, 0.081, 0.106, 0.131, 0.074, 0.083, -0.146, 0.049, 0.084, 0.076, 0.022, 0.037, -0.060]}

***

[4]
{"formula": "C4H13NOS2", "method": "wB97M-V/def2-TZVPD", "multiplicity": 1, "total_energy_ev": -29566.566, "homo_lumo_gap_ev": 9.14, "lumo_ev": 0.60, "smiles": "CCSSCCN.O", "relative_energy_kcal_mol": 18.8, "homo_ev": -8.5, "fmax_ha_per_bohr": 0.0344, "symbols": ["N", "C", "C", "S", "S", "C", "C", "H", "H", "H", "H", "H", "H", "H", "H", "H", "H", "H", "H", "H", "O"], "xyz": [[1.14163, -0.17408, -3.89535], [0.58309, -0.87143, -2.71901], [1.49572, -0.77643, -1.48150], [1.25928, 0.69882, -0.45336], [-0.69645, 0.66431, 0.16626], [-0.54309, -0.08437, 1.85078], [-1.82957, -0.88179, 2.07180], [1.80883, -0.78756, -4.34654], [1.64978, 0.64971, -3.58690], [0.44064, -1.92200, -2.94864], [-0.30653, -0.32835, -2.45505], [2.52503, -0.65792, -1.75376], [1.50175, -1.64616, -0.84418], [-0.47796, 0.67554, 2.62659], [0.36785, -0.68220, 1.86900], [-2.49352, -0.34823, 2.74803], [-2.36803, -1.29247, 1.23562], [-1.60181, -1.84496, 2.54507], [-0.02008, 3.31102, 3.20124], [-1.59025, 3.45982, 3.07292], [-0.84632, 2.83875, 3.09699]], "lowdin_charge": [-0.017, -0.330, -0.558, 0.480, 0.493, -0.562, -0.193, 0.057, 0.056, 0.108, 0.057, 0.048, 0.058, 0.032, 0.055, 0.069, 0.049, 0.068, 0.041, 0.052, -0.062]}